1.
Computed, not measured: a 2-piece molecular cluster, Cl4H4Si3 overall in a non-equilibrium geometry, with wB97M-V/def2-TZVPD.

## Properties
M   230.1 g/mol
Energy relative to the best compared isomer or geometry (same formula, charge and spin)   1.522 eV

```
11
Properties=species:S:1:pos:R:3:forces:R:3
Si -2.89026 0.03551 -0.39387 -0.303 -0.239 -0.667
Si 2.61209 -0.46846 0.54112 0.427 -1.251 1.116
Si 1.67922 1.05278 -0.91933 -0.416 0.216 -1.132
Cl 4.31168 -1.13127 -0.41293 0.201 0.089 -0.333
Cl -1.62407 0.71756 1.01189 0.666 0.362 0.812
Cl 1.24487 2.77323 0.09102 0.053 0.383 0.447
Cl 1.16378 -1.94284 0.29766 -0.184 0.064 -0.185
H -2.19670 -1.03005 -1.11095 0.037 -0.228 -0.141
H -4.10296 -0.45267 0.24747 -0.251 -0.101 0.128
H -3.18188 1.14043 -1.30321 -0.115 0.166 -0.149
H 2.98421 -0.69423 1.95114 -0.115 0.539 0.104
```
Forces are in eV/Å.

2.
Computed, not measured: C36H47N8PTl as an isolated structure, with wB97M-V/def2-TZVPD.

## Properties
M   827.2 g/mol
Total charge   -1

```
93
Properties=species:S:1:pos:R:3:forces:R:3
Tl -0.40558 -0.58345 -0.03506 0.050 -0.555 -0.215
C -2.70026 -2.27473 -2.87918 0.036 0.001 -0.071
C -2.74826 -0.79043 -2.47612 0.049 0.089 0.041
C -1.60099 0.01402 -3.07211 0.003 -0.035 0.010
N -0.35642 -0.32940 -2.41085 -0.042 -0.085 -0.073
C 0.80036 -0.06538 -2.96033 0.074 0.043 0.070
C 0.90556 0.51081 -4.25577 -0.020 0.090 0.026
C 1.97790 0.91716 -5.03076 0.022 0.009 -0.047
C 3.33924 0.89603 -4.78985 -0.039 -0.046 0.047
C 3.91919 0.39103 -3.63125 0.028 0.021 -0.010
C 3.35438 -0.18118 -2.51478 -0.030 0.030 0.017
C 2.00544 -0.45353 -2.12541 -0.064 0.020 -0.034
N 1.71032 -1.04802 -1.00782 0.047 0.093 0.096
C 2.70098 -1.71854 -0.18381 -0.022 -0.004 -0.035
C 3.04820 -1.00132 1.12545 0.025 0.015 0.035
C 1.89448 -0.98567 2.17554 -0.019 -0.003 -0.020
N 0.77536 -1.73814 1.67588 -0.054 -0.044 0.076
C 0.54133 -2.98266 1.90651 0.017 -0.048 -0.046
C 1.34686 -3.79081 2.77625 -0.006 0.008 0.011
C 1.09401 -4.99332 3.38653 0.008 -0.021 0.001
C -0.00650 -5.84670 3.27934 0.024 0.047 -0.030
C -1.01709 -5.70972 2.34700 -0.034 -0.039 0.003
C -1.19126 -4.78642 1.32657 -0.040 -0.009 -0.012
C -0.48726 -3.60495 0.99078 0.063 0.051 0.054
N -0.67016 -2.95372 -0.13754 0.007 -0.092 -0.013
C -1.20620 -3.65487 -1.28942 0.033 0.033 -0.017
C -2.63698 -3.29939 -1.73873 -0.068 -0.027 0.073
H -1.81950 -2.43099 -3.51218 -0.039 -0.021 -0.021
H -3.56161 -2.49731 -3.51469 -0.032 0.009 0.050
H -2.72128 -0.68069 -1.39020 0.054 -0.027 -0.235
H -3.69822 -0.34553 -2.78437 0.024 0.013 -0.037
H -1.78891 1.09296 -2.97641 -0.019 -0.001 0.020
H -1.56474 -0.20492 -4.14618 -0.002 -0.012 0.013
H -0.04610 0.69168 -4.73391 0.017 0.003 0.015
H 1.68354 1.33830 -5.98862 0.011 0.001 -0.005
H 3.99534 1.30609 -5.54686 -0.002 -0.006 0.000
H 5.00228 0.46920 -3.58161 0.000 0.005 -0.012
H 4.07936 -0.43652 -1.75436 -0.001 -0.001 -0.007
H 3.62001 -1.91677 -0.73802 0.026 0.010 0.004
H 2.28421 -2.69887 0.05796 -0.014 -0.015 0.014
H 3.36143 0.02313 0.90359 -0.015 -0.005 0.001
H 3.91952 -1.50851 1.54974 -0.008 -0.012 0.000
H 1.54106 0.03777 2.32159 -0.012 0.028 -0.026
H 2.25557 -1.33122 3.14779 0.031 -0.014 0.019
H 2.29359 -3.33525 3.03865 0.014 0.001 0.012
H 1.87235 -5.31921 4.07199 -0.007 -0.001 0.003
H -0.04373 -6.70134 3.94326 -0.004 0.002 -0.009
H -1.78921 -6.47428 2.38216 0.009 0.002 0.011
H -2.04989 -4.97802 0.69264 0.016 0.005 0.015
H -1.13427 -4.73369 -1.12303 -0.003 -0.005 -0.012
H -0.53122 -3.42737 -2.12441 -0.017 0.021 0.016
H -3.22108 -2.95764 -0.87919 0.020 -0.066 -0.133
H -3.11484 -4.22169 -2.08274 0.034 -0.008 -0.011
C 0.72454 5.29026 -1.53769 0.020 -0.062 0.080
N 1.99031 4.55760 -1.55939 -0.049 -0.025 -0.041
C 2.69829 4.84012 -0.31512 -0.038 -0.001 0.002
N 1.93497 4.54150 0.89310 0.082 -0.011 0.000
C 0.66690 5.26324 0.83085 -0.034 0.050 0.077
N -0.11498 5.00905 -0.37378 -0.032 -0.026 -0.148
C -0.61449 3.62636 -0.39767 -0.069 0.037 -0.033
P 0.72159 2.34377 -0.35902 0.206 -0.053 -0.001
C 1.75224 3.10817 -1.71010 -0.009 0.311 0.012
C 1.70230 3.09923 1.03084 0.005 -0.070 0.027
H 0.16343 5.05579 -2.44528 0.003 -0.006 0.009
H 0.95344 6.36061 -1.53481 0.014 -0.011 -0.005
H 2.94510 5.90633 -0.30031 -0.001 -0.001 -0.011
H 3.62876 4.26745 -0.29876 -0.008 -0.005 0.006
H 0.88728 6.33427 0.87081 0.007 0.006 -0.007
H 0.06658 4.99780 1.70350 0.016 0.018 -0.007
H -1.20275 3.47419 -1.30834 -0.009 0.044 0.010
H -1.28776 3.45086 0.44381 0.068 -0.034 -0.029
H 1.26747 2.93442 -2.67292 -0.046 -0.028 -0.053
H 2.71472 2.59546 -1.76372 0.065 -0.038 0.020
H 2.66775 2.58506 1.08132 0.026 0.034 0.002
H 1.18974 2.91013 1.97448 -0.005 -0.021 -0.082
C -3.43271 -1.30298 1.04419 -0.024 0.107 0.071
C -3.20056 -0.40882 2.22599 -0.062 -0.098 0.006
C -4.07375 -0.48628 3.30477 0.000 -0.028 -0.038
C -3.96948 0.33699 4.41469 0.015 0.018 -0.023
C -2.93885 1.27323 4.42318 0.008 0.006 -0.027
C -2.04192 1.38174 3.37730 -0.071 -0.085 0.083
C -0.92360 2.37674 3.45390 0.027 0.046 -0.056
C -2.13149 0.53372 2.21789 0.081 0.139 0.196
N -1.22274 0.79643 1.25061 -0.046 0.403 -0.130
H -4.33588 -1.89986 1.18532 -0.014 -0.017 0.026
H -2.60715 -1.99873 0.86718 -0.089 0.078 0.070
H -3.56311 -0.71344 0.12990 -0.073 -0.047 0.254
H -4.87168 -1.22321 3.25776 0.004 0.018 0.016
H -4.66541 0.25542 5.24087 0.024 0.002 -0.014
H -2.81637 1.93588 5.27640 -0.016 -0.013 -0.005
H -0.96812 2.94128 4.38799 -0.001 -0.002 0.008
H -0.94967 3.08372 2.61607 -0.038 -0.092 0.104
H 0.04672 1.87052 3.39057 -0.063 0.005 0.010
```
Forces are in eV/Å.

Orbital gap in eV, matching the order above: 7.41, 5.81
E_LUMO in eV, matching the order above: -1.448, 2.496